{
  "formula": "C15H33BrFN3O2",
  "method": "ωB97M-V/def2-TZVPD",
  "total_energy_ev": -97413.92289,
  "e_homo_ev": -9.0,
  "largest_force_ev_per_a": 1.15,
  "species": ["C", "C", "O", "C", "C", "C", "C", "N", "C", "N", "C", "C", "C", "N", "C", "C", "C", "C", "Br", "O", "C", "F", "H", "H", "H", "H", "H", "H", "H", "H", "H", "H", "H", "H", "H", "H", "H", "H", "H", "H", "H", "H", "H", "H", "H", "H", "H", "H", "H", "H", "H", "H", "H", "H", "H"],
  "positions_angstrom": [[5.1780, -0.5794, -0.3101], [3.9692, -1.4506, 0.0203], [2.9995, -1.5308, -1.0111], [2.3731, -0.2837, -1.3114], [0.8630, -0.4643, -1.3897], [0.0194, 0.1796, -0.2796], [0.5299, -0.0932, 1.1360], [1.5707, 0.8523, 1.5886], [2.1506, 0.3803, 2.8727], [-1.3500, -0.4370, -0.3803], [-1.4651, -1.7765, 0.1794], [-2.6305, -2.5362, -0.4372], [-3.1498, -3.6491, 0.4966], [-4.5978, -3.7266, 0.6159], [-0.1364, 1.6959, -0.5292], [-1.5010, 2.1567, -1.0115], [-2.4988, 2.3275, 0.1247], [-3.9332, 2.2881, -0.3658], [-2.1086, 4.0256, 1.0428], [0.8321, 2.1446, -1.5004], [1.5385, 3.2518, -1.0545], [2.2188, 3.7483, -2.1067], [4.9698, 0.1883, -1.0403], [5.5770, -0.1595, 0.6044], [5.9590, -1.2080, -0.7196], [4.3221, -2.4632, 0.1778], [3.4741, -1.1473, 0.9401], [2.7146, 0.0020, -2.3053], [2.6805, 0.5134, -0.6503], [0.6774, -1.5316, -1.4482], [0.5039, -0.0429, -2.3210], [-0.3046, -0.0290, 1.8357], [0.9628, -1.0794, 1.2004], [1.1528, 1.7408, 1.8325], [2.1695, 1.1951, 3.5872], [3.1734, 0.0434, 2.7583], [1.5209, -0.3827, 3.3176], [-1.5162, -0.5237, -1.3792], [-1.6689, -1.7257, 1.2420], [-0.5759, -2.4044, 0.0602], [-2.3264, -2.9808, -1.3776], [-3.4524, -1.8443, -0.6017], [-2.8000, -4.6244, 0.1855], [-2.7591, -3.4849, 1.4954], [-5.0196, -2.8372, 0.8392], [-5.0382, -4.1582, -0.1828], [0.0538, 2.2713, 0.3697], [-1.9087, 1.5714, -1.8232], [-1.3399, 3.1504, -1.4168], [-2.3224, 1.5671, 0.8644], [-4.2798, 3.3004, -0.5313], [-4.0163, 1.7397, -1.2937], [-4.5880, 1.8431, 0.3725], [0.8748, 4.0356, -0.6877], [2.2586, 2.9420, -0.2932]],
  "atomic_forces_ev_per_a": [[0.0, -0.6, 0.2], [-0.1, 0.0, -0.2], [0.1, 0.1, 0.3], [0.1, -0.3, -1.0], [0.3, 0.4, 0.3], [-0.8, -0.8, -0.2], [0.4, 1.1, 0.2], [0.3, -0.3, 0.6], [-0.3, 0.5, -0.4], [0.5, 0.1, 0.0], [-0.3, -0.4, -0.1], [0.0, -0.2, 0.5], [-0.4, 0.3, -0.1], [0.0, -0.5, 0.2], [0.1, 0.5, -0.7], [0.3, 0.8, 0.3], [0.0, -0.5, -0.5], [-0.1, 0.5, 0.4], [0.0, -0.1, 0.2], [-0.1, -0.3, 0.0], [-0.1, -0.3, 0.4], [0.4, 0.2, -0.6], [-0.2, 0.4, 0.0], [0.1, 0.4, 0.1], [0.2, -0.1, -0.3], [-0.1, -0.3, 0.0], [0.0, 0.3, 0.2], [0.1, 0.1, -0.1], [0.0, 0.0, 0.5], [-0.1, -0.2, 0.2], [-0.1, 0.1, -0.3], [-0.3, -0.3, 0.0], [0.1, -0.4, -0.1], [-0.2, 0.0, -0.3], [0.1, 0.3, 0.1], [0.1, -0.3, -0.1], [0.1, -0.4, 0.1], [-0.2, 0.0, 0.0], [0.1, 0.3, 0.3], [0.3, 0.1, 0.0], [-0.1, 0.1, -0.4], [-0.1, 0.2, -0.2], [0.2, -0.2, -0.1], [0.2, 0.0, 0.2], [-0.1, 0.0, -0.2], [-0.1, 0.2, -0.1], [0.0, -0.1, 0.4], [-0.1, -0.4, -0.1], [0.1, 0.2, -0.3], [0.0, -0.2, 0.3], [-0.2, 0.2, -0.2], [0.0, -0.2, -0.2], [-0.2, -0.1, 0.1], [-0.2, 0.1, 0.1], [0.1, 0.1, 0.2]]
}



{
  "formula": "C5H12N2O",
  "method": "ωB97M-V/def2-TZVPD",
  "total_energy_ev": -10404.92742,
  "e_homo_ev": -7.8,
  "largest_force_ev_per_a": 4.57,
  "e_above_lowest_kcal_mol": 80.63,
  "species": ["C", "O", "C", "C", "C", "C", "N", "N", "H", "H", "H", "H", "H", "H", "H", "H", "H", "H", "H", "H"],
  "positions_angstrom": [[-1.0691, 1.1821, -0.1902], [-1.0433, 2.5485, -0.6891], [-0.0554, 0.5120, -1.1382], [0.3245, -0.9537, -0.7763], [0.2121, -1.3263, 0.6201], [1.1246, -0.8892, 1.5561], [1.0468, -1.2051, 2.9314], [-0.3524, 0.5251, -2.5091], [-0.9500, 0.9783, 0.8417], [-1.9932, 0.8752, -0.5115], [-1.0631, 3.0718, 0.1881], [0.9273, 1.1243, -0.8955], [1.2969, -1.1610, -1.2526], [-0.2044, -1.6615, -1.4427], [-0.6897, -1.9022, 0.7995], [2.1122, -0.3594, 1.2498], [1.7677, -1.0627, 3.5961], [0.2337, -1.6175, 3.1237], [-0.4980, 1.5165, -2.7515], [-1.1273, -0.1951, -2.7499]],
  "atomic_forces_ev_per_a": [[1.4, 0.4, -3.3], [0.1, 1.5, 4.0], [2.7, -0.8, 2.9], [0.4, 0.1, -2.5], [1.6, 0.6, 2.0], [0.7, -0.9, -0.4], [2.6, 2.2, -3.1], [-1.3, 0.0, -1.4], [0.6, 0.4, 1.0], [-2.6, -1.4, -0.3], [0.0, -0.6, -2.5], [-1.6, -0.9, -0.9], [0.3, 0.5, 0.7], [-0.8, 0.3, 0.5], [0.2, 0.0, 0.9], [-2.0, -0.8, 0.4], [0.2, 0.1, 0.2], [-3.4, -2.0, 1.8], [-0.6, -1.0, -0.6], [1.5, 2.3, 0.4]]
}



> What is the formula in the second record?

C5H12N2O